Here is an isolated molecule of C4H8N2O2 from OMol25. Energies are from ωB97M-V with the def2-TZVPD basis set.

Output
Orbital gap ... 8.62 eV
Calculated total energy ... -417.12701 Ha
ΔE to the lowest compared entry with this formula, charge and spin ... 338.53 kJ/mol

Last column: natural (NBO) charge in e.
CARTESIAN COORDINATES (ANGSTROEM)
C1 1.0764 1.9010 -0.0707  -0.50
C2 -0.0998 1.5685 -0.6778  0.09
C3 1.8331 1.2157 0.9642  0.77
C4 -1.1513 -1.6866 0.1838  -0.43
N1 -0.7358 0.4006 -0.6637  -0.41
N2 -0.1591 -0.6581 0.0634  -0.48
O1 1.3014 0.5238 1.8109  -0.65
O2 3.1356 1.5728 0.9166  -0.66
H1 1.4021 2.8275 -0.2947  0.22
H2 -0.6612 2.1520 -1.3115  0.20
H3 -1.8650 -1.4003 1.0001  0.18
H4 -1.5203 -1.8417 -0.8162  0.18
H5 -0.8952 -2.7093 0.5080  0.21
H6 -1.1908 -0.0025 -1.4661  0.39
H7 0.1432 -0.4863 0.9571  0.40
H8 3.4743 1.1864 1.7007  0.49